(1)
{
  "formula": "C46H46N2O3PScTe",
  "method": "ωB97M-V/def2-TZVPD",
  "total_charge": -2,
  "spin_multiplicity": 1,
  "homo_lumo_gap_ev": [4.53, 5.96],
  "max_force_ev_per_a": 1.2,
  "e_lumo_ha": [0.14489, 0.14489],
  "species": ["Sc", "C", "C", "C", "C", "C", "H", "H", "H", "H", "H", "O", "C", "C", "C", "C", "C", "C", "C", "P", "C", "C", "C", "C", "C", "C", "C", "C", "C", "C", "C", "C", "H", "H", "H", "H", "H", "H", "H", "H", "H", "H", "H", "H", "H", "H", "O", "C", "C", "C", "C", "O", "N", "H", "H", "H", "H", "C", "N", "C", "C", "C", "C", "C", "C", "C", "C", "H", "H", "H", "H", "H", "H", "H", "H", "H", "H", "H", "H", "C", "C", "C", "C", "C", "C", "Te", "C", "C", "C", "H", "H", "H", "H", "H", "H", "H", "H", "H", "H", "H"],
  "positions_angstrom": [[-1.079, 1.259, -0.918], [0.353, 1.828, -3.238], [0.754, 2.547, -2.074], [2.166, 2.545, -2.033], [2.628, 1.812, -3.132], [1.513, 1.365, -3.867], [-0.651, 1.768, -3.632], [0.150, 3.236, -1.491], [2.770, 3.025, -1.282], [3.664, 1.590, -3.350], [1.541, 0.751, -4.757], [-2.541, 1.948, -2.155], [-2.611, 0.627, -2.216], [-3.769, -0.140, -2.438], [-4.911, 0.188, -3.210], [-5.900, -0.754, -3.400], [-5.811, -2.029, -2.825], [-4.719, -2.346, -2.014], [-3.713, -1.422, -1.810], [-2.272, -1.565, -0.686], [-1.005, -2.397, -1.717], [0.012, -3.139, -1.116], [1.032, -3.689, -1.877], [1.067, -3.487, -3.249], [0.075, -2.725, -3.853], [-0.953, -2.185, -3.095], [-2.886, -2.892, 0.439], [-2.536, -4.238, 0.429], [-3.061, -5.118, 1.369], [-3.945, -4.664, 2.335], [-4.306, -3.322, 2.354], [-3.774, -2.449, 1.421], [-4.983, 1.173, -3.653], [-6.763, -0.505, -4.009], [-6.600, -2.755, -2.982], [-4.679, -3.310, -1.520], [0.046, -3.237, -0.041], [1.821, -4.241, -1.381], [1.879, -3.894, -3.840], [0.108, -2.532, -4.918], [-1.715, -1.581, -3.573], [-1.866, -4.618, -0.331], [-2.771, -6.162, 1.341], [-4.340, -5.346, 3.080], [-4.981, -2.948, 3.113], [-4.032, -1.397, 1.465], [1.798, -2.701, 1.466], [0.899, -2.498, 2.293], [0.982, -3.079, 3.710], [-0.387, -2.758, 4.276], [-0.979, -1.808, 3.223], [-2.018, -1.196, 3.420], [-0.217, -1.774, 2.090], [1.795, -2.570, 4.232], [1.231, -4.139, 3.661], [-0.396, -2.282, 5.256], [-1.037, -3.635, 4.323], [0.344, 5.427, 0.281], [-0.878, 5.896, -0.352], [-0.581, 6.563, -1.602], [-1.911, 4.870, -0.571], [-2.192, 4.023, 0.645], [-2.885, 4.629, 1.692], [-3.180, 3.929, 2.854], [-2.780, 2.606, 2.967], [-2.090, 2.006, 1.918], [-1.764, 2.686, 0.732], [0.875, 6.282, 0.710], [1.027, 4.924, -0.420], [0.111, 4.730, 1.084], [0.130, 7.377, -1.433], [-1.495, 6.991, -2.021], [-0.146, 5.880, -2.351], [-1.680, 4.228, -1.431], [-2.822, 5.419, -0.841], [-3.197, 5.665, 1.587], [-3.726, 4.412, 3.659], [-3.005, 2.030, 3.858], [-1.811, 0.963, 2.050], [8.039, -0.385, 2.400], [6.685, -0.381, 1.740], [6.213, -1.493, 1.060], [4.970, -1.506, 0.434], [4.536, -2.757, -0.275], [4.155, -0.360, 0.499], [2.279, -0.382, -0.474], [4.616, 0.775, 1.190], [3.831, 2.051, 1.311], [5.873, 0.741, 1.791], [8.486, -1.379, 2.369], [7.971, -0.079, 3.446], [8.726, 0.305, 1.903], [6.830, -2.386, 1.009], [5.368, -3.461, -0.351], [4.165, -2.527, -1.276], [3.710, -3.226, 0.260], [2.765, 1.888, 1.161], [4.159, 2.773, 0.561], [3.984, 2.498, 2.295], [6.217, 1.624, 2.324]]
}


(2)
{
  "formula": "C8H18NO3PS",
  "method": "ωB97M-V/def2-TZVPD",
  "total_charge": 0,
  "spin_multiplicity": 1,
  "homo_lumo_gap_ev": 8.40,
  "max_force_ev_per_a": 4.3,
  "e_lumo_ha": 0.01216,
  "species": ["C", "C", "C", "C", "C", "C", "C", "C", "N", "O", "O", "O", "P", "S", "H", "H", "H", "H", "H", "H", "H", "H", "H", "H", "H", "H", "H", "H", "H", "H", "H", "H"],
  "positions_angstrom": [[0.003, -1.406, -2.173], [-1.005, 2.801, 3.179], [1.797, -2.199, 0.901], [-2.364, 0.231, -1.093], [1.324, -0.513, -4.046], [-1.481, 1.817, 2.137], [1.740, -1.020, 1.844], [-1.115, -0.557, -0.433], [0.693, -0.434, -2.775], [1.365, 0.855, -0.239], [-0.567, 1.755, 1.065], [0.506, -0.373, 1.799], [0.150, 0.442, 0.438], [-0.069, -2.976, -2.330], [-1.101, 3.806, 2.726], [-1.572, 2.732, 4.049], [0.146, 2.467, 3.580], [0.760, -2.679, 0.796], [1.894, -1.703, -0.040], [2.492, -2.885, 1.395], [-1.923, 1.213, -1.200], [-2.460, -0.292, -2.118], [-3.178, 0.312, -0.397], [1.591, -1.635, -4.215], [0.624, -0.167, -4.813], [2.311, 0.056, -4.150], [-2.393, 2.123, 1.505], [-1.608, 0.867, 2.566], [2.405, -0.249, 1.684], [1.899, -1.432, 2.820], [-1.337, -1.439, 0.054], [0.474, 0.482, -2.518]]
}


Summary of M in g mol⁻¹
878.41, 239.28
(order as listed above)
Summary of ΔE to the lowest compared entry with this formula, charge and spin in eV
4.222, 1.130
(order as listed above)